C35H60Cl26FI2NO4 | ωB97M-V/def2-TZVPD

**LUMO level**: -0.0065 hartree
**F_max**: 1.8 eV/Å
**Kohn-Sham gap**: 8.047 eV

Last column: Löwdin charge in e.
CARTESIAN COORDINATES (ANGSTROEM)
C -3.910808 6.565263 -1.943292  -0.2243
C -4.207804 5.191235 -1.413269  -0.8199
I -6.267517 4.700097 -1.587169  0.9799
C -3.324514 4.324656 -0.911935  -0.7056
I -1.304858 4.949767 -0.901851  1.0590
C -3.664479 2.933350 -0.404779  -0.3709
C -2.554778 2.128895 0.311408  -0.1302
C -2.931423 2.288988 1.789119  -0.1236
C -2.311093 3.476815 2.507158  -0.3832
O -2.935604 4.346702 3.054114  0.1687
N -0.879608 3.459393 2.519674  0.1607
C -0.323733 4.629941 3.095817  -0.5197
O 0.055885 5.592697 2.535799  0.1764
F -0.198269 4.495388 4.429047  0.1220
C -4.441523 2.529330 1.735664  -0.4352
O -5.244246 2.415062 2.608346  0.1613
O -4.778471 2.869740 0.474628  -0.0024
H -3.524369 6.484957 -2.961709  0.0793
H -4.830351 7.145127 -1.998747  0.0373
H -3.221265 7.106532 -1.301704  0.0394
H -3.886184 2.354789 -1.304641  0.1007
H -1.537811 2.498680 0.229816  0.0405
H -2.551893 1.082152 0.034019  0.0797
H -2.766037 1.404199 2.404347  0.1335
H -0.527953 2.656390 3.036294  0.1505
Cl -2.440001 -3.373365 -0.019282  0.5514
C -2.507994 -2.842229 1.682781  -0.6981
C -2.502844 -1.343511 1.804965  -0.6414
Cl -0.938678 -0.633306 1.305423  0.5984
H -1.664695 -3.286136 2.204697  0.0605
H -3.425133 -3.238036 2.105585  0.0278
H -2.667443 -1.063801 2.844734  0.0648
H -3.280856 -0.891612 1.192647  0.0720
Cl -3.826256 -0.096058 -3.912218  0.5369
C -4.503804 1.101685 -5.049261  -0.6518
C -3.581335 2.277352 -5.241071  -0.6230
Cl -3.459753 3.248967 -3.754736  0.6295
H -5.468839 1.416775 -4.660073  0.0674
H -4.655473 0.592346 -5.999207  0.0725
H -3.968892 2.927388 -6.023764  0.0776
H -2.577386 1.960706 -5.514959  0.0603
Cl 2.341980 4.524362 -1.783115  0.5169
C 2.216695 3.058759 -2.805545  -0.6708
C 1.698822 3.377015 -4.181829  -0.6927
Cl -0.011266 3.886934 -4.108956  0.4983
H 1.569457 2.354878 -2.288134  0.0675
H 3.217637 2.635553 -2.870897  0.0520
H 1.729177 2.490482 -4.816344  -0.0054
H 2.289735 4.166287 -4.640400  -0.0055
Cl -4.874674 -6.216302 3.443832  0.5456
C -4.958682 -5.720487 5.155395  -0.6657
C -4.946129 -4.222591 5.298254  -0.6295
Cl -3.369410 -3.526897 4.825431  0.5818
H -4.123022 -6.175426 5.676498  0.0192
H -5.888125 -6.115444 5.561465  0.0774
H -5.120980 -3.940381 6.334473  0.0754
H -5.707627 -3.761300 4.675146  0.0711
Cl 0.084498 -5.089165 10.100565  0.5423
C 0.275978 -4.629251 8.387426  -0.7006
C -1.035594 -4.251260 7.752135  -0.6550
Cl -2.121119 -5.655017 7.573706  0.5616
H 0.746599 -5.456357 7.869152  -0.0003
H 0.952199 -3.776375 8.362806  0.0629
H -0.860956 -3.857598 6.751902  0.0558
H -1.561380 -3.500138 8.335589  0.0713
Cl 2.974415 0.319352 -4.699918  0.6093
C 2.670240 -0.953439 -5.914834  -0.6626
C 2.224209 -0.370538 -7.228522  -0.6730
Cl 0.603000 0.373539 -7.107839  0.5455
H 1.922661 -1.627112 -5.505288  0.0318
H 3.602560 -1.499499 -6.033430  -0.0226
H 2.163702 -1.155988 -7.979497  0.0520
H 2.912139 0.391999 -7.581794  0.0592
Cl 5.544829 -3.046528 -5.639537  0.5690
C 5.930350 -3.667913 -4.014316  -0.6362
C 5.704408 -2.618127 -2.956435  -0.6908
Cl 6.876464 -1.283019 -3.073839  0.5540
H 6.960073 -4.015075 -4.025688  0.0688
H 5.275151 -4.519084 -3.832609  0.0700
H 5.824854 -3.061428 -1.968649  0.0688
H 4.706941 -2.190031 -3.029568  0.0187
Cl 5.039461 -4.836759 9.080105  0.5653
C 5.300726 -4.376288 7.379532  -0.6529
C 4.005245 -3.997877 6.712608  -0.6424
Cl 2.924285 -5.403932 6.517537  0.5877
H 5.784250 -5.209238 6.876528  0.0691
H 5.977283 -3.523613 7.375756  0.0764
H 4.198348 -3.600839 5.717795  0.0739
H 3.473307 -3.246940 7.291623  0.0659
Cl 1.799189 -3.062646 -3.077013  0.5806
C 2.221898 -3.658996 -1.452109  -0.6453
C 1.954998 -2.623012 -0.390258  -0.6625
Cl 3.065107 -1.232933 -0.511156  0.5525
H 3.267216 -3.958440 -1.464460  0.0564
H 1.608060 -4.538325 -1.265242  0.0753
H 2.101640 -3.064423 0.594081  0.0742
H 0.938182 -2.244258 -0.458267  0.0329
Cl 5.501878 -1.281803 -8.519812  0.5569
C 5.204218 -2.615081 -9.665114  -0.6488
C 4.822995 -2.108505 -11.030969  -0.6583
Cl 3.219453 -1.328024 -11.024801  0.5469
H 4.423826 -3.245742 -9.246533  0.0692
H 6.124507 -3.193010 -9.727029  0.0757
H 4.770555 -2.942398 -11.728518  0.0733
H 5.544143 -1.384754 -11.400749  0.0683
Cl 4.592951 5.102422 -4.803251  0.5894
C 4.474548 6.684092 -3.988073  -0.6550
C 5.248478 7.754435 -4.711227  -0.6648
Cl 7.009679 7.492447 -4.618960  0.5358
H 4.824878 6.554262 -2.968010  0.0649
H 3.418362 6.947928 -3.961200  0.0734
H 5.045184 8.720086 -4.252054  0.0729
H 4.974855 7.800043 -5.761890  0.0670
Cl 4.995877 -2.588553 15.126958  0.5351
C 4.388287 -3.774596 13.942990  -0.6662
C 4.787684 -3.427764 12.532889  -0.6817
Cl 3.965475 -1.960708 11.941299  0.5280
H 3.307753 -3.825046 14.046020  0.0681
H 4.812447 -4.740146 14.212589  0.0722
H 4.507164 -4.239109 11.864175  0.0317
H 5.858797 -3.263520 12.451796  0.0689
Cl -9.334067 3.925691 -1.364897  0.4542
C -10.163893 4.528519 -2.823643  -0.6500
C -11.094916 3.501358 -3.412560  -0.6642
Cl -10.211864 2.116736 -4.105900  0.5366
H -9.399433 4.826780 -3.537204  0.0644
H -10.729196 5.410055 -2.526588  0.0755
H -11.668350 3.951710 -4.220759  0.0721
H -11.783193 3.116017 -2.665237  0.0675

Atoms 1-2, force components in eV/Å:
-0.476 -0.030 -0.018
-0.115 -0.134 0.147

C35H60F3N8O3 | ωB97M-V/def2-TZVPD

**Net charge**: +1
**LUMO level**: -0.1073 hartree
**F_max**: 0.7 eV/Å
**Kohn-Sham gap**: 9.350 eV

Last column: Löwdin charge in e.
CARTESIAN COORDINATES (ANGSTROEM)
N 0.707485 4.914300 -2.031964  0.1732
C -0.579795 5.385645 -1.969356  -0.5603
O -1.009082 5.963654 -0.999218  0.0727
C -1.419508 5.153556 -3.208025  -0.1056
C -2.469516 4.033696 -3.022231  -0.1303
C -2.311407 3.189312 -1.759785  -0.2415
C -2.955168 3.767448 -0.474389  -0.0539
C -4.116107 2.850574 -0.122597  -0.1093
C -4.465007 2.770206 1.374023  -0.5768
F -4.001198 3.806558 2.048897  0.1968
F -3.889369 1.652892 1.889351  0.1303
F -5.777880 2.689889 1.567170  0.1794
N -3.671702 1.511309 -0.641197  0.1513
C -2.966223 1.813398 -1.960912  -0.2097
C -2.039335 0.693989 -2.389834  -0.0787
C -0.920659 0.441399 -1.384722  -0.1666
O 0.323885 0.864746 -1.944287  -0.0230
C 1.250967 1.253239 -1.047703  -0.3664
O 1.060953 1.279134 0.129843  0.0771
H 1.152473 4.847877 -1.123588  0.1158
H 0.866546 4.101333 -2.610390  0.0964
H -1.939004 6.084945 -3.427754  0.1259
H -0.777434 4.952126 -4.064630  0.0842
H -3.470870 4.472925 -3.003513  0.1295
H -2.436971 3.393191 -3.907513  0.0948
H -1.262255 3.025441 -1.500250  0.1302
H -3.246972 4.813754 -0.531570  0.1408
H -2.214744 3.722092 0.329254  0.1402
H -5.016004 3.091280 -0.691050  0.1800
H -3.086547 1.017997 0.038638  0.1697
H -4.465743 0.893033 -0.818606  0.1979
H -3.790578 1.922020 -2.671799  0.1655
H -2.597920 -0.222084 -2.590301  0.1302
H -1.590571 1.025505 -3.329291  0.1423
H -0.841543 -0.616770 -1.128304  0.1443
H -1.058537 0.990475 -0.445649  0.1115
H 2.188457 1.516741 -1.541630  0.1057
C 1.394897 4.812806 -7.773152  -0.1060
C 0.261740 4.673970 -8.780854  -0.2560
C -0.968897 5.508236 -8.404738  -0.1804
C -1.585083 5.047536 -7.161262  -0.1966
N -2.070713 4.680480 -6.187723  0.1741
H 1.101219 4.435621 -6.791547  0.0645
H 2.269957 4.249974 -8.095672  0.0751
H 1.693009 5.856321 -7.657944  0.0793
H -0.029808 3.626839 -8.877868  0.1123
H 0.594791 5.001624 -9.766206  0.1112
H -1.725357 5.466103 -9.189555  0.1225
H -0.694998 6.557519 -8.278394  0.1250
C 4.167369 -2.771745 2.239341  -0.1026
C 3.976218 -1.618250 1.264115  -0.2430
C 2.747494 -1.797206 0.368606  -0.1962
C 2.878394 -2.918986 -0.560323  -0.2347
N 3.016147 -3.762193 -1.328672  0.1441
H 4.352078 -3.709935 1.712258  0.0808
H 5.018829 -2.575119 2.888561  0.0407
H 3.280079 -2.902382 2.863798  0.0783
H 4.864704 -1.505764 0.639822  0.1097
H 3.853757 -0.682337 1.810990  0.1137
H 2.589410 -0.908722 -0.241474  0.0738
H 1.856516 -1.933876 0.985968  0.1203
C 5.517652 -3.197199 8.142186  -0.1076
C 4.543084 -3.374224 6.985421  -0.2593
C 5.231375 -3.850473 5.701331  -0.1903
C 6.171850 -2.858329 5.180531  -0.2527
N 6.904233 -2.066417 4.786774  0.1523
H 6.255487 -2.424442 7.921945  0.0734
H 4.990886 -2.906664 9.050602  0.0725
H 6.052997 -4.125783 8.348500  0.0772
H 4.023836 -2.435041 6.785955  0.1113
H 3.779621 -4.108804 7.246519  0.1082
H 4.495331 -4.058379 4.922811  0.1039
H 5.778494 -4.777707 5.882864  0.1231
C 4.797348 -1.636099 -5.732381  -0.1070
C 5.991300 -1.373740 -4.823954  -0.2546
C 5.644525 -1.525371 -3.338300  -0.1814
C 4.674829 -0.528629 -2.890046  -0.2038
N 3.901396 0.243632 -2.537947  0.1727
H 4.003521 -0.906451 -5.561671  0.0690
H 5.088627 -1.573024 -6.780286  0.0731
H 4.384327 -2.630945 -5.557811  0.0795
H 6.387773 -0.372686 -5.002514  0.1118
H 6.794273 -2.076405 -5.048837  0.1109
H 6.536426 -1.428382 -2.717173  0.1234
H 5.217816 -2.511381 -3.138723  0.1147
C -2.140656 -0.447007 6.026481  -0.1002
C -2.532213 -0.271874 4.565224  -0.2681
C -2.839593 -1.609074 3.881619  -0.2057
C -1.651402 -2.453240 3.764520  -0.2402
N -0.703342 -3.090739 3.646898  0.1389
H -1.220784 -1.025991 6.120333  0.0742
H -1.976415 0.519248 6.502563  0.0740
H -2.927231 -0.966003 6.576004  0.0785
H -1.735692 0.243705 4.022356  0.1060
H -3.424414 0.353913 4.496292  0.0999
H -3.230056 -1.450274 2.873115  0.1046
H -3.608761 -2.141385 4.444542  0.0603
C -5.128052 -5.916088 2.818479  -0.1064
C -5.632277 -6.368852 4.182175  -0.2557
C -6.610771 -5.370673 4.812541  -0.1848
C -5.966744 -4.092385 5.111397  -0.2090
N -5.440577 -3.105824 5.372180  0.1576
H -4.557764 -4.988432 2.898335  0.0632
H -4.475049 -6.668697 2.378498  0.0753
H -5.958879 -5.748484 2.129892  0.0761
H -4.790352 -6.522095 4.858871  0.1143
H -6.145642 -7.327027 4.092918  0.1101
H -7.022579 -5.764452 5.742678  0.1221
H -7.452621 -5.182661 4.143146  0.1214

Atoms 1-2, force components in eV/Å:
-0.055 -0.545 0.448
0.054 -0.052 -0.551

Question: Which formula does entry 1 have?
Answer: C35H60Cl26FI2NO4

Question: Look up the F_max of the first one.
Answer: 1.8 eV/Å

Question: Among the records above, which one has the highest Kohn-Sham gap?
Answer: C35H60F3N8O3